No. 1
# C31H51BrN2O13S2

A cluster of 4 separate species, C31H51BrN2O13S2 in total at a distorted geometry (wB97M-V/def2-TZVPD, OMol25).

Each line ends with the Mulliken charge.
CARTESIAN COORDINATES (ANGSTROEM)
C 2.894 1.945 3.197  -0.864
C 1.747 2.262 2.413  -0.247
C 0.431 2.527 1.415  0.539
C -0.684 3.329 2.370  -0.561
C -1.649 2.282 3.177  -0.490
C -3.076 1.933 2.458  -0.184
S -3.222 2.433 0.662  0.051
C -4.463 1.203 -0.084  -0.389
S -4.081 0.664 -1.682  -0.151
N -5.685 0.768 0.700  0.219
C -5.755 -0.744 0.842  -0.287
C -7.093 -1.173 1.691  -0.456
O -8.333 -0.552 1.195  -0.364
C -8.187 0.937 1.145  -0.407
C -6.978 1.215 0.042  -0.429
O -0.026 1.192 1.002  -0.180
C -0.197 1.074 -0.452  0.039
C 0.758 -0.121 -1.127  -0.112
Br -0.185 -0.912 -2.753  -0.215
O 0.896 -1.155 -0.089  0.103
C 2.273 -1.665 0.014  -0.243
N 3.292 -0.628 0.430  0.478
C 4.582 -1.240 0.932  -0.234
C 5.761 -0.087 0.758  -0.776
O 2.412 -2.823 0.942  -0.190
C 1.540 -2.668 2.121  -0.676
C 0.110 -3.513 1.964  0.092
C -0.805 -3.489 3.334  -0.837
H 3.966 1.493 3.458  0.314
H 0.840 3.204 0.549  0.387
H -1.237 4.190 1.802  0.074
H -0.017 3.870 3.199  0.450
H -1.913 2.799 4.220  0.350
H -1.076 1.287 3.422  0.196
H -3.964 2.322 3.152  0.395
H -3.181 0.744 2.484  -0.065
H -5.809 -1.306 -0.195  0.333
H -4.792 -1.079 1.440  0.067
H -7.251 -2.346 1.606  0.286
H -6.885 -0.914 2.816  0.262
H -9.183 1.464 0.794  0.296
H -7.942 1.370 2.209  0.241
H -6.917 2.361 -0.283  0.274
H -7.149 0.542 -0.928  0.327
H -1.313 0.683 -0.621  -0.151
H -0.124 2.080 -1.048  0.212
H 1.760 0.369 -1.478  0.168
H 2.549 -2.091 -1.063  -0.035
H 2.831 -0.009 1.134  -0.263
H 4.488 -1.545 2.064  0.230
H 4.887 -2.171 0.273  0.148
H 6.712 -0.354 1.420  0.334
H 6.063 0.080 -0.381  0.104
H 5.287 0.920 1.186  0.179
H 2.106 -3.190 3.030  0.371
H 1.374 -1.550 2.456  0.272
H 0.297 -4.649 1.647  0.165
H -0.559 -3.027 1.108  0.107
H -0.209 -3.086 4.262  0.289
H -1.225 -4.577 3.551  0.295
H -1.742 -2.783 3.149  0.106
C -2.440 6.024 -4.531  -1.489
C -2.809 5.570 -3.134  0.586
C -3.727 6.511 -2.414  -0.523
O -3.423 6.249 -1.054  -0.290
C -2.127 5.812 -1.025  0.639
O -1.467 5.675 -0.011  -0.588
O -1.669 5.558 -2.289  -0.346
H -1.627 5.409 -4.931  0.356
H -3.299 5.957 -5.206  0.388
H -2.077 7.058 -4.529  0.353
H -3.215 4.551 -3.163  0.263
H -4.782 6.309 -2.620  0.306
H -3.519 7.568 -2.616  0.313
C 2.801 1.425 -4.223  -1.335
C 4.242 0.983 -4.379  0.573
C 4.782 0.250 -3.189  -0.208
O 6.173 0.504 -3.283  -0.338
C 6.305 1.700 -3.933  0.573
O 7.345 2.327 -4.023  -0.558
O 5.108 2.103 -4.460  -0.383
H 2.524 2.114 -5.028  0.418
H 2.122 0.568 -4.242  0.289
H 2.652 1.968 -3.283  0.285
H 4.359 0.401 -5.301  0.259
H 4.581 -0.824 -3.230  0.256
H 4.424 0.644 -2.231  0.148
C 2.904 -5.490 0.121  -0.673
C 3.427 -6.543 1.077  0.507
C 3.872 -7.805 0.403  -0.502
O 3.703 -8.771 1.427  -0.322
C 2.704 -8.304 2.237  0.563
O 2.159 -8.957 3.108  -0.571
O 2.394 -7.007 1.931  -0.260
H 2.419 -4.679 0.674  -0.256
H 3.713 -5.071 -0.484  0.308
H 2.145 -5.906 -0.551  0.384
H 4.218 -6.119 1.707  0.268
H 4.916 -7.763 0.079  0.319
H 3.245 -8.093 -0.448  0.337

Computed properties:
SMILES: C#C[C@H](CCCSC(=S)N1CCOCC1)OC[C@H](Br)O[C@@H](NCC)OCCC.C[C@@H]1COC(=O)O1.C[C@@H]1COC(=O)O1.C[C@@H]1COC(=O)O1
2S+1: 1


No. 2
# C31H51Cl15N4O4

A cluster of 8 separate species, C31H51Cl15N4O4 in total (wB97M-V/def2-TZVPD, OMol25).

Each line ends with the Mulliken charge.
CARTESIAN COORDINATES (ANGSTROEM)
C 3.856 -0.803 0.469  -0.550
C 3.832 -0.151 -0.909  0.264
C 2.866 0.991 -0.998  0.338
O 2.819 1.879 -0.185  -0.648
O 2.069 0.935 -2.069  -0.305
C 1.155 2.029 -2.214  -0.086
C -0.019 1.548 -3.087  -2.026
C -1.196 1.059 -2.249  -0.020
C -1.110 -0.245 -1.711  0.289
N 0.002 -1.080 -1.939  -0.555
C -2.141 -0.755 -0.892  0.260
N -2.097 -2.021 -0.288  -0.583
C -3.239 0.060 -0.700  0.865
C -3.366 1.331 -1.253  0.150
C -2.335 1.878 -2.019  0.176
C -2.438 3.285 -2.587  -0.976
N -2.879 4.298 -1.622  -0.404
C -4.713 1.841 -0.837  -0.205
O -5.199 2.932 -0.875  -0.568
N -5.442 0.721 -0.285  0.686
C -6.509 0.236 -1.184  0.018
Cl -6.139 -1.447 -1.743  -0.180
C -7.871 0.294 -0.471  -0.343
C -8.878 -0.798 -0.824  -1.229
C -4.442 -0.215 0.119  -0.531
O -4.536 -0.996 1.024  -0.625
H 4.593 -1.602 0.459  0.166
H 4.145 -0.141 1.289  -0.068
H 2.909 -1.283 0.718  0.381
H 3.554 -0.909 -1.634  -0.076
H 4.826 0.223 -1.143  0.199
H 1.667 2.848 -2.710  0.561
H 0.764 2.353 -1.256  0.140
H 0.328 0.766 -3.760  0.746
H -0.333 2.371 -3.712  0.726
H 0.434 -0.884 -2.831  0.227
H -0.260 -2.056 -1.972  0.301
H -1.215 -2.493 -0.406  0.192
H -2.316 -1.984 0.698  0.207
H -3.092 3.246 -3.459  0.215
H -1.462 3.592 -2.938  0.341
H -2.890 3.905 -0.692  0.085
H -3.815 4.603 -1.832  0.322
H -6.487 0.836 -2.087  0.480
H -8.295 1.280 -0.653  0.304
H -7.644 0.238 0.589  0.309
H -8.890 -1.047 -1.880  0.361
H -8.690 -1.678 -0.220  0.162
H -9.877 -0.440 -0.572  0.430
Cl -7.344 -5.623 -1.478  -0.188
C -7.064 -5.040 0.182  -0.180
C -8.297 -5.161 1.043  -0.481
Cl -9.577 -4.035 0.524  -0.174
H -6.723 -4.008 0.120  0.062
H -6.265 -5.647 0.604  0.320
H -8.047 -4.907 2.072  0.288
H -8.706 -6.167 1.020  0.367
Cl 1.730 1.652 5.517  -0.230
C 1.785 2.589 3.993  -0.164
C 2.457 1.830 2.880  0.100
Cl 4.204 1.603 3.145  -0.278
H 2.287 3.530 4.199  0.373
H 0.756 2.799 3.713  0.041
H 2.363 2.371 1.948  -0.159
H 2.014 0.843 2.752  0.365
Cl 0.476 3.961 1.204  -0.019
C 0.434 5.729 0.947  -0.706
C -0.264 6.110 -0.334  -0.203
Cl 0.664 5.619 -1.775  -0.193
H 1.460 6.089 0.967  0.374
H -0.102 6.159 1.793  0.333
H -0.368 7.193 -0.379  0.392
H -1.251 5.662 -0.415  0.027
Cl 3.852 -3.791 -2.069  -0.164
C 5.219 -3.988 -3.198  -0.405
C 6.189 -2.839 -3.122  -0.462
Cl 5.476 -1.322 -3.743  -0.172
H 4.812 -4.097 -4.200  0.343
H 5.728 -4.910 -2.924  0.257
H 7.059 -3.054 -3.732  0.364
H 6.513 -2.661 -2.100  0.241
Cl 8.847 -4.564 -2.335  -0.184
C 10.060 -3.279 -2.091  -0.478
C 10.745 -3.402 -0.754  -0.480
Cl 9.630 -3.060 0.593  -0.134
H 9.555 -2.320 -2.187  0.303
H 10.789 -3.372 -2.894  0.363
H 11.555 -2.678 -0.693  0.313
H 11.153 -4.399 -0.608  0.320
Cl 6.068 -4.298 5.257  -0.198
C 6.192 -2.529 5.060  -0.509
C 5.434 -2.034 3.857  -0.235
Cl 6.177 -2.569 2.325  -0.160
H 7.246 -2.275 4.995  0.333
H 5.777 -2.079 5.960  0.355
H 5.433 -0.946 3.846  0.058
H 4.404 -2.381 3.864  0.349
Cl -2.528 2.636 1.592  0.051
C -3.057 2.681 3.295  -0.774
C -4.545 2.482 3.424  -0.336
Cl -5.458 3.863 2.766  -0.192
H -2.741 3.631 3.719  0.347
H -2.532 1.878 3.811  0.327
H -4.811 2.392 4.476  0.404
H -4.871 1.586 2.900  0.164

Computed properties:
SMILES: CCC(=O)OCCc1c(N)c(N)c2c(c1CN)C(=O)N([C@@H](Cl)CC)C2=O.ClCCCl.ClCCCl.ClCCCl.ClCCCl.ClCCCl.ClCCCl.ClCCCl
2S+1: 1
Energy relative to the best compared isomer or geometry (same formula, charge and spin): 0.000 eV


No. 3
# C31H51Cl18F9InN2O3S2

A structure of composition C31H51Cl18F9InN2O3S2 at a distorted geometry (wB97M-V/def2-TZVPD, OMol25).

Each line ends with the Mulliken charge.
CARTESIAN COORDINATES (ANGSTROEM)
C -3.165 8.121 0.714  -0.629
C -3.210 8.186 2.058  -0.040
C -2.003 7.941 2.899  0.595
O -1.470 8.780 3.608  -0.548
O -1.513 6.682 2.837  -0.317
C -2.107 5.870 3.899  0.476
C -1.919 4.410 3.568  -0.489
C -3.056 3.804 2.742  -0.697
C -2.561 2.786 1.719  -0.618
C -1.980 1.519 2.386  -0.014
C -0.785 0.906 1.609  -1.219
In -1.144 -1.156 0.832  0.963
C -3.329 -1.548 1.230  -0.895
N -4.095 -0.753 0.205  -0.582
C -0.950 -1.296 -1.408  -0.835
C 0.449 -1.638 -1.926  -0.128
C 0.363 -2.407 -3.250  -0.777
S 2.048 -2.660 -3.904  -0.306
C 1.995 -4.165 -4.841  0.315
S 1.225 -5.488 -4.252  -0.196
N 2.706 -4.065 -6.020  0.043
C 2.975 -5.344 -6.694  -0.604
C 1.837 -5.833 -7.583  -0.367
O 1.411 -4.823 -8.475  -0.446
C 0.929 -3.735 -7.705  -0.449
C 2.118 -3.121 -6.980  -0.923
C 0.171 -2.776 1.797  -0.086
F 0.549 -3.820 0.969  -0.297
F -0.601 -3.369 2.778  -0.324
C 1.443 -2.267 2.539  0.820
F 1.871 -1.080 2.059  -0.294
F 1.091 -2.045 3.839  -0.354
C 2.607 -3.279 2.625  0.575
F 3.440 -2.852 3.611  -0.334
F 2.183 -4.500 2.985  -0.278
C 3.481 -3.402 1.327  0.700
F 2.965 -2.742 0.288  -0.196
F 3.598 -4.706 0.979  -0.292
F 4.730 -2.951 1.556  -0.303
H -3.946 7.615 0.161  0.142
H -2.348 8.578 0.172  0.281
H -4.099 8.480 2.612  0.238
H -1.555 6.103 4.806  -0.864
H -3.158 6.147 3.991  0.500
H -1.849 3.890 4.520  0.409
H -0.979 4.344 3.023  0.301
H -3.804 3.378 3.409  0.288
H -3.547 4.606 2.185  0.072
H -3.377 2.504 1.057  0.208
H -1.750 3.264 1.173  0.483
H -2.787 0.801 2.527  0.192
H -1.668 1.821 3.386  0.237
H -0.639 1.553 0.746  0.266
H 0.083 0.986 2.259  0.395
H -3.652 -1.189 2.203  0.202
H -3.611 -2.573 1.062  0.337
H -3.570 0.062 -0.089  0.200
H -4.219 -1.311 -0.626  0.241
H -1.372 -0.429 -1.896  0.012
H -1.590 -2.147 -1.665  0.342
H 1.078 -0.755 -2.026  0.478
H 0.923 -2.317 -1.220  -0.022
H -0.001 -3.399 -3.004  0.417
H -0.261 -1.901 -3.979  0.327
H 3.819 -5.172 -7.361  0.125
H 3.302 -6.100 -5.991  0.380
H 2.219 -6.669 -8.166  0.337
H 1.009 -6.221 -6.995  0.314
H 0.542 -2.980 -8.382  0.381
H 0.167 -4.068 -7.000  0.325
H 2.854 -2.910 -7.754  0.361
H 1.848 -2.177 -6.524  0.514
C 4.605 -5.021 -2.589  0.524
Cl 5.233 -3.393 -2.849  -0.170
Cl 5.397 -6.215 -3.632  -0.164
H 4.780 -5.300 -1.560  0.052
H 3.541 -5.021 -2.804  -0.284
C -3.506 11.090 4.320  -0.117
Cl -4.531 9.698 4.693  -0.176
Cl -3.791 12.434 5.437  -0.183
H -2.473 10.778 4.396  0.210
H -3.730 11.422 3.314  0.287
C 0.052 7.166 7.245  -0.069
Cl -0.222 5.530 6.630  -0.140
Cl -1.353 7.775 8.131  -0.172
H 0.898 7.133 7.920  0.052
H 0.248 7.824 6.406  0.321
C 6.624 -7.576 0.132  -0.139
Cl 5.881 -8.437 -1.219  -0.134
Cl 7.816 -8.572 0.981  -0.179
H 7.123 -6.695 -0.253  0.252
H 5.847 -7.294 0.833  0.201
C 5.732 -8.372 -7.256  -0.069
Cl 5.672 -6.762 -7.982  -0.121
Cl 4.569 -9.474 -8.004  -0.171
H 6.728 -8.776 -7.388  0.350
H 5.497 -8.283 -6.202  0.028
C -2.010 2.544 -3.477  -0.428
Cl -0.606 2.194 -4.500  -0.182
Cl -1.730 2.096 -1.798  0.126
H -2.208 3.608 -3.511  0.161
H -2.863 1.990 -3.851  0.364
C -2.335 -6.273 1.305  -0.353
Cl -2.445 -4.730 0.470  -0.048
Cl -3.428 -7.493 0.620  -0.199
H -1.318 -6.640 1.225  0.268
H -2.598 -6.121 2.345  0.279
C 1.176 4.806 10.104  -0.126
Cl 2.392 6.001 9.623  -0.182
Cl 1.162 4.554 11.853  -0.166
H 0.200 5.163 9.795  0.166
H 1.405 3.867 9.617  0.298
C -5.686 5.202 -2.015  -0.465
Cl -5.445 5.122 -0.268  -0.090
Cl -4.236 4.703 -2.897  -0.135
H -6.495 4.533 -2.282  0.337
H -5.929 6.220 -2.293  0.313

Computed properties:
2S+1: 1
Net charge: -1


No. 4
# C31H51Cl2F3O9

A cluster of 2 separate species, C31H51Cl2F3O9 in total at a distorted geometry (wB97M-V/def2-TZVPD, OMol25).

Each line ends with the Mulliken charge.
CARTESIAN COORDINATES (ANGSTROEM)
C 0.311 -6.140 -0.266  0.188
C 1.064 -5.597 -1.027  -0.680
C 1.803 -4.973 -2.147  -1.022
C 2.368 -3.582 -1.769  0.250
C 3.385 -3.063 -2.825  -1.003
O 1.397 -2.641 -1.380  -0.358
C 0.417 -2.353 -2.404  -0.785
C -0.866 -3.137 -2.052  -1.872
C -2.226 -2.438 -1.998  0.702
C -3.250 -3.444 -1.351  -1.051
C -3.993 -2.850 -0.152  -0.383
O -4.620 -3.946 0.600  -0.421
C -3.825 -4.238 1.675  0.097
O -2.801 -4.841 1.621  -0.420
C 0.281 -0.804 -2.362  1.219
O -0.195 -0.524 -1.093  0.159
C 0.055 0.688 -0.373  1.740
C 1.448 1.314 -0.553  -2.827
C 2.677 0.431 -0.295  1.447
C 3.692 0.507 -1.448  -1.751
O 3.354 1.029 0.842  -0.520
C -0.973 1.728 -0.948  -1.572
C -1.361 2.938 -0.115  -0.352
O -0.326 3.471 0.665  -0.475
C -2.659 2.779 0.739  0.614
F -2.430 2.803 2.041  -0.196
F -3.471 3.827 0.507  -0.362
F -3.371 1.701 0.448  -0.262
C -0.318 0.289 1.121  1.547
C -0.382 -1.252 1.301  -1.240
C 0.393 1.057 2.257  -0.949
C 0.910 0.184 3.459  -1.072
C 2.130 -0.696 3.133  -0.855
C -0.578 -0.242 -3.551  -0.256
Cl -0.941 -1.469 -4.826  -0.153
C 0.187 0.948 -4.241  0.839
C 0.920 0.629 -5.547  -1.602
Cl -1.012 2.260 -4.619  -0.186
H -0.313 -6.734 0.356  0.492
H 2.645 -5.608 -2.432  0.583
H 1.183 -4.879 -3.044  0.315
H 2.969 -3.764 -0.870  0.537
H 4.244 -2.643 -2.304  0.234
H 3.776 -3.901 -3.409  0.456
H 2.920 -2.325 -3.477  0.065
H 0.841 -2.704 -3.344  1.484
H -0.961 -3.975 -2.756  0.335
H -0.708 -3.615 -1.084  0.364
H -2.260 -1.543 -1.371  -0.567
H -2.660 -2.176 -2.962  0.555
H -2.736 -4.369 -1.086  0.400
H -3.993 -3.731 -2.102  0.319
H -4.835 -2.265 -0.521  0.314
H -3.333 -2.277 0.501  0.282
H -4.214 -3.875 2.643  0.449
H 1.296 -0.463 -2.608  -1.167
H 1.519 1.618 -1.607  0.671
H 1.590 2.222 0.026  1.385
H 2.443 -0.596 -0.002  -0.529
H 3.291 0.161 -2.402  0.237
H 3.968 1.561 -1.562  0.369
H 4.606 -0.045 -1.212  0.537
H 4.264 0.734 0.789  0.438
H -0.510 2.123 -1.860  -0.011
H -1.834 1.158 -1.296  0.489
H -1.651 3.726 -0.824  0.562
H -0.624 4.254 1.130  0.361
H -1.380 0.559 1.169  0.217
H -1.236 -1.665 0.757  -0.684
H 0.509 -1.761 0.939  -0.073
H -0.588 -1.510 2.341  0.691
H -0.343 1.717 2.719  -0.013
H 1.221 1.715 2.000  0.744
H 1.242 0.898 4.230  0.537
H 0.085 -0.369 3.915  0.404
H 2.066 -1.200 2.170  -0.058
H 3.028 -0.078 3.162  0.232
H 2.242 -1.453 3.916  0.420
H -1.533 0.160 -3.223  0.403
H 0.921 1.384 -3.565  -0.083
H 1.557 -0.254 -5.477  0.319
H 1.598 1.471 -5.740  0.484
H 0.258 0.589 -6.408  0.390
C -2.097 6.361 4.557  -1.403
C -0.958 5.614 5.206  0.477
C 0.401 6.238 4.998  -0.511
O 1.269 5.101 5.073  -0.344
C 0.551 4.020 4.671  0.559
O 1.011 2.958 4.414  -0.452
O -0.771 4.325 4.599  -0.300
H -3.036 5.825 4.699  0.351
H -2.198 7.359 4.983  0.388
H -1.940 6.449 3.481  0.305
H -1.162 5.457 6.269  0.253
H 0.657 6.970 5.760  0.315
H 0.511 6.693 4.010  0.298

Computed properties:
SMILES: C#CC[C@@H](C)O[C@@H](CCCCOC=O)[C@H](O[C@@](C[C@@H](C)O)(C[C@H](O)C(F)(F)F)[C@@H](C)CCC)[C@H](Cl)[C@@H](C)Cl.C[C@@H]1COC(=O)O1
2S+1: 1


no.,HOMO level (eV)
1,-8.9
2,-8.2
3,-4.5
4,-9.4